[1]
83
Properties=species:S:1:pos:R:3:forces:R:3 method="wB97M-V/def2-TZVPD" charge=+1 largest_force_ev_per_a=0.895 orbital_gap_ha=0.287 e_lumo_ev=-3.376
Cd 0.477325 -0.646387 -0.064064 -0.2 0.3 0.1
C -2.252565 -3.584058 1.971875 0.0 0.0 0.0
C -1.938671 -2.253090 1.702470 -0.1 -0.1 -0.1
N -0.921101 -2.179467 0.846327 -0.1 0.1 0.1
N -0.560954 -3.451212 0.556434 0.0 -0.3 0.0
C -1.351398 -4.309736 1.219547 -0.1 0.1 0.1
B 0.501380 -3.821191 -0.498097 0.0 0.3 0.1
N 0.130220 -3.126541 -1.838866 -0.1 -0.3 -0.1
C 0.010417 -3.738152 -3.024934 0.0 0.1 -0.1
C -0.255338 -2.782892 -3.987334 0.0 0.0 0.0
C -0.278576 -1.584041 -3.279089 0.0 -0.2 0.0
N -0.050431 -1.796981 -1.982054 0.0 0.2 -0.2
N 1.903574 -3.337174 -0.074350 0.1 -0.2 0.0
C 3.041260 -4.044747 -0.005622 0.1 0.0 0.1
C 4.066218 -3.190098 0.350545 0.0 0.0 0.0
C 3.452909 -1.944633 0.482507 0.1 -0.2 0.0
N 2.150807 -2.045858 0.222356 0.4 -0.2 0.0
H -3.021278 -3.956900 2.625386 0.0 0.0 0.0
H -2.415459 -1.369128 2.090021 0.1 0.1 0.0
H -1.225822 -5.374566 1.116028 0.0 0.0 0.0
H 0.517012 -5.000514 -0.659770 0.0 -0.1 0.0
H 0.124222 -4.805133 -3.116304 0.0 0.0 0.1
H -0.404997 -2.938457 -5.041375 0.0 0.0 0.0
H -0.416131 -0.588654 -3.658449 0.0 0.1 0.1
H 3.055553 -5.103631 -0.203712 -0.1 0.0 0.0
H 5.103647 -3.429596 0.503366 0.0 0.0 0.0
H 3.899938 -1.004015 0.759762 -0.1 0.1 0.0
Br 1.864361 1.138064 1.414972 0.1 0.2 0.4
B 0.928878 1.290557 3.188337 -0.1 0.0 0.0
B 1.393635 0.448026 4.677685 0.1 0.0 0.0
C -0.086383 0.215720 5.483705 0.0 0.3 -0.3
B -0.071279 -0.028764 3.809852 0.0 0.0 -0.1
B -1.472800 0.698689 4.621225 0.0 0.1 0.0
B -0.864203 1.637878 5.996671 0.0 0.1 0.1
B 0.909215 1.481229 6.033227 -0.1 0.0 0.0
B 1.581285 2.210550 4.563682 0.0 0.2 -0.1
Br 3.359837 3.016474 4.487154 -0.3 -0.1 0.0
B 0.166308 2.972503 5.406601 -0.1 0.0 0.0
Br 0.331151 4.662253 6.370940 -0.1 -0.3 -0.2
B -1.344364 2.480090 4.519598 0.0 0.1 -0.1
Br -2.933596 3.614229 4.388914 0.3 -0.2 0.0
B -0.829294 1.439324 3.162925 0.3 0.0 0.2
Br -1.743744 1.351448 1.398083 -0.1 0.0 0.3
B 0.176807 2.860730 3.629980 0.0 0.0 -0.3
Br 0.345462 4.421326 2.439612 0.0 -0.3 0.3
H 2.267882 -0.330153 4.798188 0.1 0.0 0.0
H -0.171050 -0.645422 6.127487 0.0 -0.1 -0.1
H -0.145719 -1.107891 3.339265 0.0 0.0 0.0
H -2.480224 0.093957 4.704720 -0.1 0.0 0.0
H -1.460649 1.643291 7.010007 0.0 0.0 0.0
H 1.447384 1.396677 7.074971 0.1 0.0 0.0
C 3.031915 1.736972 -3.727850 0.0 -0.1 0.1
C 3.146102 0.216628 -3.989355 0.0 0.0 0.1
C 2.899843 -0.392638 -2.607186 0.1 -0.1 -0.2
O 2.062414 0.558538 -1.937811 -0.1 -0.1 0.2
C 2.686797 1.813208 -2.234697 0.1 0.1 -0.1
H 2.243032 2.183261 -4.333161 0.0 0.0 0.0
H 3.956597 2.268540 -3.941817 0.0 0.0 0.0
H 4.121915 -0.069651 -4.375561 0.0 0.0 0.0
H 2.386631 -0.118232 -4.695554 0.0 0.0 0.0
H 3.843912 -0.485320 -2.058883 -0.1 0.0 0.0
H 2.400645 -1.358428 -2.624514 0.0 0.0 0.0
H 3.597449 1.910901 -1.634791 0.0 0.0 0.0
H 2.016802 2.628263 -1.967512 0.0 -0.1 0.0
O -1.279019 4.439652 -1.701604 0.2 -0.4 0.2
C -0.797906 3.664456 -0.942855 -0.5 0.8 0.1
O -0.468897 2.352765 -1.293853 0.2 -0.3 -0.7
H -0.578477 3.811835 0.121404 0.1 -0.1 0.0
C -2.650107 1.719837 -5.317815 0.1 0.0 -0.2
N -3.061327 1.475622 -3.950298 0.1 0.0 0.0
C -4.393517 0.959124 -3.604223 -0.1 -0.1 0.0
C -4.332668 0.827824 -2.068982 -0.1 0.0 0.0
N -2.931497 1.156698 -1.787365 -0.1 0.1 0.0
C -2.296291 1.538290 -2.880080 -0.2 0.0 0.1
S -0.631689 2.019039 -2.917185 0.0 0.1 0.2
H -3.489716 2.129732 -5.874999 0.0 0.1 0.0
H -2.331218 0.795525 -5.804414 0.0 0.0 0.0
H -1.832028 2.440068 -5.336212 0.0 0.0 0.0
H -4.565023 0.005412 -4.104917 0.0 0.0 0.0
H -5.155846 1.665685 -3.929359 0.0 0.0 0.0
H -4.560483 -0.177776 -1.721662 0.0 0.0 0.0
H -4.994982 1.530254 -1.565092 0.0 0.0 0.0
H -2.553987 1.200014 -0.852186 0.1 0.0 -0.1


[2]
57
Properties=species:S:1:pos:R:3:forces:R:3 method="wB97M-V/def2-TZVPD" e_above_lowest_kj_mol=0.0 largest_force_ev_per_a=0.934 orbital_gap_ha=0.329 e_lumo_ev=-0.520
Pd 0.198120 0.113936 0.056055 -0.4 -0.4 -0.3
O -1.405666 3.820194 -0.030780 0.0 0.1 0.0
C -1.122051 2.649840 -0.011790 0.0 -0.1 0.0
N 0.134189 2.075192 -0.002468 -0.3 -0.1 0.0
C 1.289888 2.807902 -0.043776 0.0 0.0 0.0
O 1.400399 4.009397 -0.085247 0.0 0.0 0.0
C 2.500775 1.909005 -0.038525 0.0 0.1 0.0
C 3.738642 2.519363 -0.041320 0.1 0.0 0.0
C 4.875557 1.730478 -0.037564 -0.1 0.0 0.0
C 4.706677 0.360115 -0.035680 0.0 0.0 0.0
C 3.429704 -0.177769 -0.032497 0.0 -0.2 0.0
N 2.322240 0.570716 -0.033611 0.0 0.4 0.2
C -2.206852 1.594103 0.002454 0.1 0.1 0.0
C -3.535150 1.956848 -0.012221 -0.1 0.0 0.0
C -4.496214 0.955447 0.001134 0.1 0.0 0.0
C -4.083184 -0.365237 0.029261 0.0 0.0 0.0
C -2.728721 -0.658931 0.043905 0.0 -0.1 0.0
N -1.816613 0.309096 0.027646 0.1 0.3 0.1
H 3.766504 3.599337 -0.046894 0.0 0.0 0.0
H 5.862931 2.172614 -0.037034 0.0 0.0 0.0
H 5.552173 -0.313602 -0.035138 0.0 0.0 0.0
H 3.292418 -1.241356 -0.033781 0.0 0.0 0.0
H -3.773121 3.010945 -0.032908 0.0 0.0 0.0
H -5.549171 1.202746 -0.009321 0.0 0.0 0.0
H -4.793239 -1.179631 0.041429 0.0 0.0 0.0
H -2.335953 -1.666284 0.066796 0.0 0.0 0.0
C 2.346760 -1.264490 3.404364 0.0 0.0 0.0
C 1.766198 -2.476707 2.692641 0.0 0.0 0.0
C 0.323008 -2.710494 3.119824 0.0 0.0 0.0
C 2.617047 -3.716803 2.925297 0.0 0.0 0.0
O 1.838312 -2.129283 1.284970 0.3 -0.3 -0.1
P 0.979761 -2.827920 0.118204 -0.6 0.4 0.0
O 0.893867 -4.294228 0.209113 -0.2 0.1 0.0
O -0.315950 -1.987473 0.075802 0.9 0.3 0.0
O 1.819471 -2.283070 -1.135036 0.3 -0.2 0.1
C 1.959179 -2.937149 -2.423363 0.0 0.0 0.0
C 2.557269 -1.862826 -3.318831 0.0 0.0 0.0
C 2.901137 -4.123702 -2.281675 0.0 0.0 0.0
C 0.591359 -3.367410 -2.935780 0.0 0.0 0.0
H 2.322955 -1.412785 4.484845 0.0 0.0 0.0
H 1.767548 -0.371346 3.162757 0.0 0.0 0.0
H 3.382168 -1.103875 3.099684 0.0 0.0 0.0
H 0.294249 -2.915806 4.191045 0.0 0.0 0.0
H -0.104374 -3.563522 2.592187 0.0 0.0 0.0
H -0.286609 -1.829405 2.914829 0.0 0.0 0.0
H 2.598961 -3.988643 3.982312 0.0 0.0 0.0
H 3.651330 -3.522035 2.636973 0.0 0.0 0.0
H 2.235278 -4.547807 2.333773 0.0 0.0 0.0
H 3.554612 -1.586312 -2.972888 0.0 0.0 0.0
H 1.925212 -0.973718 -3.313177 0.0 0.0 0.0
H 2.636802 -2.227785 -4.343750 0.0 0.0 0.0
H 3.880928 -3.786421 -1.937990 0.0 0.0 0.0
H 3.028062 -4.612826 -3.249201 0.0 0.0 0.0
H 2.499260 -4.839444 -1.566554 0.0 0.0 0.0
H -0.081535 -2.509906 -2.982939 0.0 0.0 0.0
H 0.157315 -4.122168 -2.280107 0.0 0.0 0.0
H 0.689840 -3.791210 -3.936353 0.0 0.0 0.0


[3]
18
Properties=species:S:1:pos:R:3:forces:R:3 method="wB97M-V/def2-TZVPD" e_above_lowest_kj_mol=287.7 largest_force_ev_per_a=3.808 orbital_gap_ha=0.318 smiles=CC(C)CNN e_lumo_ev=1.154
C 0.145815 -0.642074 -0.105404 1.6 0.3 -1.6
C -0.994676 0.143627 0.436466 1.0 3.5 -1.1
C -0.254439 -1.937878 -0.806598 0.0 0.0 0.1
C 1.312908 -0.842716 0.861818 -0.2 -0.2 0.0
N -0.640375 1.623767 -0.477916 -1.7 -2.5 -0.4
N -0.098590 2.797822 0.098267 -0.1 0.8 1.7
H -1.589943 1.803820 -0.815022 0.4 0.7 0.2
H 0.512864 0.120953 -0.904696 -0.3 -1.9 1.0
H 0.875712 2.652273 0.352863 -0.2 -0.3 -0.3
H -0.095134 3.588369 -0.550111 -0.3 -0.7 -0.1
H -0.975625 0.374459 1.500179 -0.1 -0.1 0.0
H -1.973403 -0.171295 0.072768 0.1 0.2 0.1
H 2.219121 -1.118778 0.314131 -0.1 0.0 0.1
H -1.068596 -1.768349 -1.517784 0.1 0.0 0.1
H -0.588636 -2.692332 -0.086896 0.0 0.0 0.0
H 0.590631 -2.350464 -1.365822 -0.1 0.0 0.1
H 1.096233 -1.649869 1.569386 0.1 0.1 0.1
H 1.526134 0.068667 1.424371 0.0 0.0 0.0


[4]
14
Properties=species:S:1:pos:R:3:forces:R:3 method="wB97M-V/def2-TZVPD" e_above_lowest_kj_mol=62.7 largest_force_ev_per_a=1.625 orbital_gap_ha=0.371 smiles="C[C@H](N)C(N)=O" e_lumo_ev=0.913
N 1.169518 0.459820 1.330439 0.0 0.3 0.1
C 0.308815 -0.154464 0.341605 0.2 -0.9 -0.3
C -0.982355 -0.724664 0.948234 -0.4 -0.3 -1.5
C -0.041780 0.675214 -0.904984 -0.8 -0.3 0.3
N 0.360032 0.107552 -2.083816 0.0 0.5 0.9
O -0.736498 1.668376 -0.849030 0.4 0.3 -0.1
H 1.677033 1.259868 0.977627 0.0 0.0 0.0
H 0.671371 0.742350 2.161619 -0.1 0.1 -0.1
H 0.847011 -1.029701 -0.056044 0.1 0.1 0.2
H -1.859841 -0.115102 0.736625 0.2 0.6 0.6
H -1.239899 -1.616528 0.354034 0.2 -0.1 0.5
H -0.876591 -0.986246 1.989299 0.0 0.0 0.3
H 0.027521 0.555511 -2.919732 0.0 -0.3 -0.2
H 0.675664 -0.841988 -2.025878 0.1 0.0 -0.6


[5]
16
Properties=species:S:1:pos:R:3:forces:R:3 method="wB97M-V/def2-TZVPD" e_above_lowest_kj_mol=53.8 charge=-1 largest_force_ev_per_a=5.230 orbital_gap_ha=0.287 e_lumo_ev=3.378
C 0.847262 -1.141775 1.447040 -2.0 -0.8 -0.4
C 1.175799 -0.319626 0.345517 0.7 0.4 -1.6
C -3.000890 0.736748 -1.167166 0.4 -0.4 -2.8
N -0.256201 -1.847972 1.696146 3.8 1.0 1.1
N -0.871328 0.171526 -1.414286 -4.6 1.2 1.0
N -1.764253 0.541707 -0.540836 4.7 -2.1 -0.9
O 3.165609 0.859817 -0.923656 -0.3 0.0 0.4
O 3.695452 -0.601856 0.968044 0.1 0.3 0.7
S 0.610861 -0.342728 -1.288180 0.8 -0.4 0.7
S 2.766162 0.294707 0.340594 -0.1 0.1 -0.7
Cl 2.640592 2.033855 1.588522 0.3 -0.2 0.1
H 1.772305 -1.028608 2.009053 -0.7 -1.2 1.8
H -3.771847 0.155733 -0.749096 -0.9 -0.9 0.8
H -3.194915 1.741126 -0.976058 -1.0 2.0 -0.1
H -2.923301 0.500645 -2.280908 -0.3 0.5 1.2
H -0.891310 -1.753306 0.945266 -0.8 0.4 -1.2


[6]
18
Properties=species:S:1:pos:R:3:forces:R:3 method="wB97M-V/def2-TZVPD" e_above_lowest_kj_mol=150.6 largest_force_ev_per_a=3.774 orbital_gap_ha=0.359 smiles=CCNCCN e_lumo_ev=1.135
N 1.440179 2.130852 1.944209 -1.2 -0.5 -1.6
C 1.536894 1.227206 0.736291 1.0 -0.1 0.2
C 0.188009 0.599735 0.307130 1.8 0.4 -2.3
N 0.388131 -0.505519 -0.637238 -1.2 0.4 -1.4
C -0.799922 -0.807015 -1.539816 1.3 -1.6 -0.6
C -1.806175 -1.811006 -0.908550 -2.5 2.5 1.2
H 0.585580 2.107278 2.507843 0.5 -0.4 -0.6
H 2.235168 2.079756 2.519882 0.9 -0.1 0.7
H 2.034576 1.809650 -0.092476 -0.9 -0.5 0.6
H 2.276923 0.361797 0.874201 -1.0 1.0 0.3
H -0.465361 1.296487 -0.217934 0.2 0.4 0.1
H -0.315927 0.271161 1.128035 -1.5 -0.7 2.8
H 0.717448 -1.377488 -0.237677 -0.1 0.3 0.3
H -0.315654 -1.421679 -2.421850 -1.1 1.7 1.1
H -1.318896 0.157669 -1.853464 0.9 -1.4 0.2
H -1.368872 -2.723231 -0.590458 0.8 -0.7 0.5
H -2.322752 -1.270332 0.017139 1.1 -1.3 -1.6
H -2.689341 -2.125313 -1.535273 1.0 0.6 0.1